Record 1
Here is C19H25BF4N8ReS2 as an isolated structure from the Open Molecules 2025 dataset. Energies are from ωB97M-V with the def2-TZVPD basis set.

Its largest force on an atom is 0.0161 Eh/bohr. The calculation puts the LUMO energy (alpha / beta) at -7.82 / -7.47 eV. Its HOMO-LUMO gap (alpha / beta) is 6.26 / 6.81 eV. Its molar mass is 702.61 g/mol.

Structure (ORCA input):
```
! wB97M-V def2-TZVPD RIJCOSX def2/J DEFGRID3
* xyz 2 2
Re 0.70366 -0.33119 0.55691
N 3.24582 -0.31074 2.73154
C 2.04499 -0.07465 3.35136
C 2.09459 0.07130 4.75115
C 0.94712 0.31773 5.44879
C -0.25597 0.41852 4.74640
C -0.23336 0.25063 3.39424
N 0.89562 -0.00999 2.66892
C 3.69175 -0.23749 1.42507
C 5.08577 -0.17035 1.27619
C 5.63409 -0.12109 0.02409
C 4.77697 -0.13999 -1.07373
C 3.43058 -0.20577 -0.85073
N 2.85166 -0.26104 0.38160
H 4.01288 -0.36278 3.39110
H 3.04621 0.00288 5.25528
H 0.97743 0.44104 6.52153
H -1.18720 0.62426 5.24590
H -1.14091 0.32224 2.82636
H 5.71083 -0.14719 2.15599
H 6.70457 -0.06123 -0.10200
H 5.14681 -0.10051 -2.08374
H 2.76128 -0.20899 -1.69304
C -3.10693 2.04419 -3.92807
C -2.89280 1.87943 -2.43191
N -1.57290 1.33601 -2.10360
C -1.22831 0.06453 -2.16031
S 0.45153 -0.33545 -1.79165
N -2.07816 -0.86452 -2.54887
C -1.76964 -2.28527 -2.72301
C -1.41021 -2.61656 -4.15944
H -4.09031 2.46920 -4.10911
H -3.04716 1.09992 -4.46990
H -2.36399 2.71592 -4.34972
H -3.65153 1.23774 -1.97348
H -2.95220 2.84433 -1.92921
H -0.86483 1.98311 -1.77698
H -2.97252 -0.55489 -2.91017
H -2.65279 -2.83598 -2.39462
H -0.94824 -2.52719 -2.04211
H -2.24429 -2.42531 -4.83022
H -1.15129 -3.66904 -4.24416
H -0.55727 -2.02762 -4.48833
F 0.72111 1.61185 0.56327
B 0.65231 3.49869 0.15876
F -0.54815 3.44634 -0.43227
F 0.71402 3.92945 1.39897
F 1.70921 3.52434 -0.62476
S 0.92827 -4.92957 0.98230
C 0.79819 -3.39390 0.86930
N 0.67523 -2.19902 0.78126
N -2.21945 -1.34271 0.86798
C -3.51853 -1.00898 0.94630
C -3.59760 0.35907 0.79730
C -2.27670 0.78625 0.63698
N -1.44905 -0.25691 0.68080
H -1.78951 -2.25305 0.95993
H -4.27376 -1.75647 1.10414
H -4.48231 0.96559 0.81927
H -1.88463 1.78093 0.50619
*
```

Record 2
Here is a 2-piece molecular cluster, C19H25Cl4N3O2 overall in a non-equilibrium geometry from the Open Molecules 2025 dataset. Energies are from ωB97M-V with the def2-TZVPD basis set.

Its largest force on an atom is 0.0553 Eh/bohr. The calculation puts the LUMO energy at -2.09 eV. Its HOMO-LUMO gap is 3.78 eV. Its molar mass is 469.24 g/mol.

Structure (ORCA input):
```
! wB97M-V def2-TZVPD RIJCOSX def2/J DEFGRID3
* xyz 0 1
Cl 3.19240 -3.64318 -3.94138
C 1.72656 -2.78985 -3.78419
C 1.68645 -1.43622 -3.62426
Cl 3.10671 -0.48366 -3.58860
C 0.41148 -0.71539 -3.37728
O 0.39558 0.44856 -2.95373
C -0.82877 -1.49273 -3.59832
Cl -2.24934 -0.59202 -3.94701
C -0.78901 -2.84920 -3.75782
Cl -2.20298 -3.78373 -3.95366
C 0.49020 -3.61860 -3.75100
O 0.52380 -4.84595 -3.69859
C -1.65962 2.61516 -1.74595
C -2.27603 2.29037 -0.40359
C -2.46296 3.52133 0.45817
N -1.40579 1.40725 0.37284
N -0.57881 1.96234 1.23736
N 0.20455 0.94515 1.67571
C 1.32040 1.39603 2.55250
C 0.68236 2.12603 3.71089
C 2.21334 2.32180 1.75482
C -0.12164 -0.23318 1.09137
C 0.56476 -1.53616 1.48713
C -0.10547 -2.72175 0.79791
C 0.45218 -1.75406 3.00278
C 2.02953 -1.48358 1.04569
C -1.16429 0.04259 0.17159
C -1.86009 -0.67487 -0.79078
H -2.38962 3.16555 -2.35111
H -0.78034 3.25307 -1.59736
H -1.34701 1.71631 -2.28578
H -3.20820 1.73894 -0.54056
H -3.10602 4.24236 -0.05412
H -2.93068 3.26037 1.41039
H -1.49437 3.98487 0.66866
H 1.86378 0.51190 2.88325
H 1.45475 2.52634 4.37473
H 0.07533 2.95184 3.32529
H 0.04126 1.46030 4.29663
H 3.00378 2.72032 2.39972
H 2.68584 1.80235 0.91487
H 1.61883 3.15844 1.36987
H 0.00781 -2.65262 -0.28872
H 0.36649 -3.65775 1.12680
H -1.16964 -2.76246 1.05219
H 0.93056 -0.95704 3.58224
H -0.60401 -1.81172 3.29436
H 0.93867 -2.70216 3.26682
H 2.57990 -0.67248 1.53631
H 2.51632 -2.43387 1.30005
H 2.08465 -1.33385 -0.04075
H -1.72536 -1.74645 -0.82859
H -2.70821 -0.18506 -1.25781
*
```

Record 3
Here is the molecule C19H25ClN2O3S from the Open Molecules 2025 dataset. Energies are from ωB97M-V with the def2-TZVPD basis set.

The SMILES is COc1cc(C(=O)NC[C@@H](c2cccs2)N(C)C)cc(Cl)c1OC(C)C. Its largest force on an atom is 0.0164 Eh/bohr. The calculation puts the LUMO energy at 0.39 eV. Its HOMO-LUMO gap is 8.83 eV. Its molar mass is 396.94 g/mol.

Structure (ORCA input):
```
! wB97M-V def2-TZVPD RIJCOSX def2/J DEFGRID3
* xyz 0 1
C 2.14802 2.57926 -2.35516
O 2.35962 1.26830 -2.81975
C 1.42905 0.30420 -2.53420
C 0.27052 0.55967 -1.81517
C -0.67878 -0.43393 -1.59388
C -1.94758 -0.17534 -0.85426
O -2.98244 -0.75738 -1.10453
N -1.85830 0.78675 0.10650
C -2.95383 1.03494 1.01321
C -2.93799 0.04214 2.19490
C -1.61984 0.08732 2.91626
C -0.88228 1.16604 3.30466
C 0.29514 0.81517 4.00348
C 0.43913 -0.52650 4.14007
S -0.85895 -1.38956 3.41619
N -4.10149 0.24091 3.05259
C -4.06207 1.42658 3.88133
C -4.42086 -0.93374 3.83743
C -0.46832 -1.70534 -2.10585
C 0.70283 -1.97372 -2.78474
Cl 0.99151 -3.55897 -3.39219
C 1.68292 -0.99988 -3.01305
O 2.74655 -1.40625 -3.73991
C 4.04258 -0.82680 -3.59321
C 4.92659 -1.57441 -4.58510
C 4.55076 -0.99013 -2.16268
H 1.23322 3.01203 -2.77122
H 2.11057 2.61995 -1.26164
H 3.00648 3.15060 -2.70527
H 0.07129 1.55986 -1.46605
H -0.94157 1.04657 0.43553
H -3.88425 0.89237 0.46191
H -2.88906 2.06748 1.35740
H -3.05036 -0.95553 1.75487
H -1.16100 2.18542 3.10343
H 0.99816 1.53395 4.38563
H 1.22684 -1.06854 4.62400
H -3.88013 2.30373 3.26562
H -3.29685 1.38043 4.67093
H -5.03614 1.54221 4.35504
H -3.66310 -1.16534 4.60086
H -5.37323 -0.76688 4.33882
H -4.52443 -1.79155 3.17557
H -1.21265 -2.47106 -1.96061
H 4.00907 0.23613 -3.85717
H 4.52374 -1.47416 -5.58900
H 4.95581 -2.63029 -4.32962
H 5.93490 -1.17151 -4.56353
H 4.54834 -2.04284 -1.88792
H 5.56389 -0.60568 -2.08539
H 3.91798 -0.44666 -1.46514
*
```

Record 4
Here is C19H25ClN2Tc as an isolated structure in a non-equilibrium geometry from the Open Molecules 2025 dataset. Energies are from ωB97M-V with the def2-TZVPD basis set.

Its largest force on an atom is 0.0536 Eh/bohr. The calculation puts the LUMO energy (alpha / beta) at -7.36 / -8.99 eV. Its HOMO-LUMO gap (alpha / beta) is 7.10 / 5.63 eV. Its molar mass is 414.88 g/mol.

Structure (ORCA input):
```
! wB97M-V def2-TZVPD RIJCOSX def2/J DEFGRID3
* xyz 2 4
C -1.34320 5.68512 -0.22538
C -2.81465 5.71267 -0.65239
C -1.15352 6.42339 1.10391
C -0.45550 6.29862 -1.31352
Cl -0.84814 3.94994 0.01004
H -1.44681 7.46872 0.98481
H -0.10817 6.39735 1.42494
H -1.77160 5.98377 1.89204
H -3.13210 6.74772 -0.79716
H -3.45668 5.26334 0.11072
H -2.96379 5.17618 -1.59392
H -0.73846 7.34235 -1.46775
H -0.57203 5.77071 -2.26446
H 0.59959 6.27133 -1.02623
C -0.67373 -2.35287 1.91521
C -0.02404 -1.28458 2.66118
C -0.72428 -0.04775 2.36642
H 0.61412 -1.47800 3.52134
C -1.73275 -0.31542 1.41291
C -1.70713 -1.70415 1.09202
H -2.43370 -2.16792 0.42614
H -0.49881 -3.40911 2.10559
H -0.58005 0.89524 2.89360
H -2.45768 0.38250 1.00190
C 2.51970 -0.96041 -0.76484
C 2.64940 -1.75892 0.46470
C 2.45973 -0.82886 1.56953
H 2.98466 -2.78483 0.59571
C 2.33129 0.50442 1.01001
C 2.36094 0.40853 -0.39922
H 2.31905 1.22119 -1.12026
H 2.63646 -1.28320 -1.79850
H 2.73166 -1.07705 2.59370
H 2.34326 1.42918 1.58672
Tc 0.63400 -1.48018 0.61284
N 0.25251 -6.93782 -2.47617
C 0.29381 -5.72635 -1.89309
C -0.75240 -5.25467 -1.08092
C -0.63690 -4.03657 -0.45094
N 0.45526 -3.23768 -0.52153
C 1.43734 -3.67818 -1.34537
C 1.40816 -4.87843 -2.01866
H -0.55160 -7.53997 -2.36095
H 1.02097 -7.26528 -3.04519
H -1.63799 -5.84583 -0.90423
H -1.44822 -3.74341 0.20111
H 2.34191 -3.09201 -1.43227
H 2.27008 -5.16283 -2.60413
*
```

> Which of these has the highest largest force on an atom?

C19H25Cl4N3O2